Record 1
Entry from the OMol25 dataset: a structure of composition C42H47ClIN3NiO6Si4Te in a non-equilibrium geometry (ωB97M-V/def2-TZVPD).

Each line ends with the Löwdin charge.
Cartesian coordinates (Å):
Ni: 6.98935 8.16925 19.25617  0.426
O: 12.37479 5.93854 19.93748  0.057
C: 11.81186 5.87976 21.13670  -0.510
O: 12.32339 5.36744 22.11670  0.028
C: 10.42919 6.50049 21.28805  -0.019
C: 9.76366 6.65117 22.52874  -0.555
Cl: 10.11463 6.33293 24.15275  0.793
N: 8.58916 7.29000 22.23832  -0.045
N: 8.46140 7.47545 20.91664  0.139
C: 9.53397 7.01833 20.34789  -0.137
C: 9.61722 7.16369 18.82587  -0.521
O: 10.70010 6.80825 18.30142  0.033
O: 8.59409 7.51344 18.17327  -0.061
C: 7.46285 7.45076 23.06612  -0.229
C: 7.06464 6.40468 23.87591  -0.041
C: 5.94951 6.60966 24.70501  -0.074
C: 5.29603 7.82771 24.73518  -0.112
C: 5.68459 8.82609 23.88832  -0.075
C: 6.80045 8.63972 23.06689  0.011
H: 11.68825 6.38379 19.20215  0.067
H: 7.56851 5.45298 23.75907  0.105
H: 5.57937 5.81448 25.31871  0.095
H: 4.54189 8.03815 25.49721  0.103
H: 5.21222 9.80303 23.94923  0.105
H: 7.04349 9.45882 22.34879  0.120
C: 9.73135 11.44596 20.04810  -0.076
C: 8.82125 12.31739 20.75788  -0.126
C: 7.50107 12.05946 20.85292  -0.078
C: 7.03805 10.84598 20.26361  -0.233
C: 7.86296 9.92930 19.65138  -0.155
C: 9.22134 10.27809 19.56271  -0.105
C: 5.58158 10.52742 20.15674  -0.246
C: 4.59584 11.50796 20.42582  -0.005
C: 3.26086 11.20867 20.31242  -0.001
C: 2.90205 9.88803 19.89191  -0.174
C: 1.54579 9.53781 19.58257  -0.048
C: 1.22217 8.29094 19.10739  -0.089
C: 2.26204 7.33747 18.91753  -0.086
C: 3.55896 7.65187 19.23896  -0.060
C: 3.92193 8.95928 19.70744  -0.255
N: 5.26936 9.25000 19.90309  0.036
H: 10.76207 11.76808 19.91014  0.090
H: 9.25611 13.18332 21.21978  0.075
H: 6.86270 12.76424 21.42112  0.102
H: 9.87733 9.62643 19.02477  0.084
H: 4.84764 12.50450 20.65621  0.082
H: 2.47713 11.92373 20.36817  0.094
H: 0.78580 10.33711 19.81088  0.114
H: 0.24480 7.94198 18.85196  0.085
H: 1.96839 6.34902 18.59471  0.095
H: 4.31885 6.92768 19.20679  0.052
I: 2.56356 2.82640 24.82416  0.728
C: 3.79121 3.60546 23.25948  -0.703
C: 4.89303 2.87082 22.86838  -0.159
C: 5.76152 3.41983 21.91409  -0.018
C: 5.49649 4.66460 21.37269  -0.106
C: 4.37363 5.36118 21.79720  -0.030
C: 3.50649 4.85211 22.71157  -0.155
C: 6.44781 5.29543 20.32802  -0.595
O: 7.50146 4.72361 20.06920  0.042
O: 6.07148 6.44818 19.92268  -0.145
H: 5.12781 1.91638 23.28656  0.077
H: 6.67712 2.90503 21.66822  0.115
H: 4.16262 6.30497 21.33601  0.101
H: 2.62865 5.41174 23.01773  0.098
C: 5.64665 10.33487 12.78573  -0.243
Si: 6.52519 8.74114 13.19678  0.307
C: 8.32839 9.14051 13.63823  -0.222
C: 6.61086 7.84824 11.49071  -0.233
Si: 5.46782 7.65435 14.96710  -0.031
Te: 5.66745 9.19323 16.91019  0.603
Si: 3.17959 7.41187 14.45761  0.345
C: 2.29542 6.34948 15.79935  -0.202
C: 2.71732 6.74035 12.73951  -0.227
C: 2.44597 9.11346 14.72442  -0.259
Si: 6.15659 5.48548 15.34468  0.339
C: 5.48497 4.93506 16.98104  -0.215
C: 5.40781 4.38988 13.92766  -0.223
C: 8.04597 5.28238 15.47174  -0.200
H: 6.29971 10.91697 12.13785  0.020
H: 5.56655 10.87979 13.67258  -0.015
H: 4.67553 10.22967 12.28094  0.028
H: 8.85393 9.62311 12.81304  0.014
H: 8.86815 8.21281 13.90991  0.024
H: 8.44744 9.81720 14.47762  0.015
H: 7.14418 8.42762 10.71473  0.019
H: 5.64552 7.50132 11.05042  0.016
H: 7.21539 6.98851 11.69796  -0.011
H: 2.03932 5.40720 15.38230  0.005
H: 1.40661 6.93644 15.99912  0.015
H: 2.90377 6.23507 16.70112  -0.011
H: 2.97737 5.70563 12.59988  -0.011
H: 3.23367 7.28659 11.87039  0.039
H: 1.62564 6.80845 12.64969  0.014
H: 2.55962 9.40906 15.79916  0.019
H: 1.40122 9.15452 14.46439  0.008
H: 2.91094 9.88375 14.12725  0.002
H: 5.75198 5.67968 17.74192  0.009
H: 5.98462 4.02248 17.31415  0.039
H: 4.42295 4.75356 17.02062  0.012
H: 4.31322 4.39301 14.05139  0.001
H: 5.88456 3.38508 13.97740  0.023
H: 5.63278 4.84714 12.95694  0.007
H: 8.43319 5.81226 16.35179  0.018
H: 8.55485 5.72276 14.55873  0.030
H: 8.35714 4.25389 15.45126  0.006

Computed properties:
2S+1 = 3
Lowest unoccupied orbital energy (alpha / beta) = 0.1138 / 0.1138 hartree
ΔE to the lowest compared entry with this formula, charge and spin = 0.0 kJ/mol
Charge = -2
Gap between HOMO and LUMO (alpha / beta) = 4.8 / 4.8 eV
Strongest force on any atom = 2.5 eV/A



Record 2
Entry from the OMol25 dataset: a structure of composition C25H28F4N6OV in a non-equilibrium geometry (ωB97M-V/def2-TZVPD).

Each line ends with the Löwdin charge.
Cartesian coordinates (Å):
V: 0.59260 -0.05419 0.51134  0.916
C: 2.37392 2.51601 0.81115  -0.054
N: 2.44127 1.10115 0.39716  -0.328
C: 3.05414 1.03498 -0.95259  -0.041
C: 3.27961 0.33325 1.33894  -0.186
C: 3.17203 -1.17898 1.07826  -0.199
N: 1.88440 -1.52582 0.42766  -0.123
C: 1.81573 -2.84234 -0.06627  -0.156
C: 1.07946 -3.14112 -1.21028  -0.161
F: 0.41716 -2.14785 -1.84636  0.071
C: 0.99577 -4.41189 -1.74472  -0.211
F: 0.26545 -4.58009 -2.85216  0.109
C: 1.65611 -5.47816 -1.17539  0.086
C: 2.38520 -5.21008 -0.03777  -0.210
F: 3.03185 -6.19520 0.59163  0.111
C: 2.45320 -3.94140 0.50997  -0.147
F: 3.12826 -3.81135 1.66968  0.081
H: 3.37460 2.95631 0.84760  0.104
H: 1.76791 3.06896 0.09603  0.090
H: 1.91517 2.59154 1.79631  0.088
H: 4.10575 1.32873 -0.88433  0.105
H: 2.97496 0.02752 -1.35139  0.096
H: 2.53705 1.72125 -1.61799  0.088
H: 4.32451 0.64828 1.26542  0.132
H: 2.94736 0.57866 2.34764  0.102
H: 4.00675 -1.51442 0.45732  0.129
H: 3.29512 -1.68205 2.03857  0.105
H: 1.60012 -6.47309 -1.59352  0.145
O: 0.19455 0.49236 -1.14450  -0.237
C: -0.17060 1.56640 -1.86035  -0.333
C: 0.06323 1.60516 -3.22639  0.004
C: -0.32692 2.71543 -3.95466  -0.053
C: -0.95220 3.79460 -3.33241  -0.073
C: -1.20166 3.73804 -1.97564  -0.026
C: -0.82683 2.61811 -1.22648  -0.101
C: -1.17368 2.49880 0.19689  -0.254
N: -0.71876 1.61710 1.08754  0.035
C: -1.38362 1.89176 2.27610  -0.115
C: -2.22790 2.93057 2.10318  -0.048
N: -2.07911 3.30273 0.78945  0.136
H: 0.54934 0.75875 -3.69443  0.129
H: -0.13890 2.74286 -5.02068  0.114
H: -1.23952 4.66636 -3.90366  0.109
H: -1.67899 4.58713 -1.49773  0.110
H: -1.22237 1.33603 3.18196  0.094
H: -2.90646 3.42423 2.77581  0.124
H: -2.60830 4.01716 0.31911  0.158
N: 0.58583 -0.39603 2.75604  0.049
H: -0.36386 -0.59255 3.05770  0.054
H: 0.91804 0.36542 3.34149  0.069
H: 1.14545 -1.21305 2.98388  0.074
N: -1.24610 -1.46793 0.61145  0.065
C: -2.62801 -1.06319 0.45293  -0.283
C: -3.57878 -1.54550 1.33628  -0.038
C: -4.90050 -1.13507 1.22322  -0.073
C: -5.27159 -0.25353 0.21937  -0.080
C: -4.31075 0.21322 -0.67046  -0.062
C: -2.98517 -0.18145 -0.55481  -0.027
H: -0.94129 -1.92055 -0.25215  0.084
H: -1.17866 -2.19324 1.31904  0.104
H: -3.29300 -2.24406 2.11672  0.112
H: -5.63885 -1.51601 1.91614  0.110
H: -6.30341 0.05674 0.12230  0.107
H: -4.59374 0.89019 -1.46632  0.110
H: -2.24237 0.17433 -1.25784  0.105

Computed properties:
2S+1 = 3
Lowest unoccupied orbital energy (alpha / beta) = -0.0932 / -0.0902 hartree
ΔE to the lowest compared entry with this formula, charge and spin = 28.8 kJ/mol
Charge = +1
Gap between HOMO and LUMO (alpha / beta) = 8.0 / 8.3 eV
Strongest force on any atom = 2.2 eV/A



Record 3
Entry from the OMol25 dataset: the molecule C3H5NO in a non-equilibrium geometry (ωB97M-V/def2-TZVPD).

Each line ends with the Löwdin charge.
Cartesian coordinates (Å):
C: 0.57776 0.24294 0.15618  -0.165
C: -0.52582 -0.49097 -0.13457  -0.060
C: -1.83804 0.26779 -0.09573  -0.372
H: 2.26360 -1.02711 0.23907  0.094
H: 2.61377 0.30214 0.52431  0.047
H: 0.18891 1.22416 0.01272  0.078
H: -0.65287 -1.53822 -0.28344  0.094
H: -1.78870 1.36396 -0.45110  0.132
N: 1.96967 -0.09552 -0.11540  0.041
O: -2.80827 -0.24916 0.14798  0.110

Computed properties:
Lowest unoccupied orbital energy = 0.0275 hartree
ΔE to the lowest compared entry with this formula, charge and spin = 204.6 kJ/mol
Charge = 0
Gap between HOMO and LUMO = 10.2 eV
Strongest force on any atom = 8.3 eV/A
Structure (SMILES) = N/C=C/C=O



Record 4
Entry from the OMol25 dataset: a structure of composition C29H31NO3PPdS (ωB97M-V/def2-TZVPD).

Each line ends with the Löwdin charge.
Cartesian coordinates (Å):
Pd: -0.51675 0.30085 0.12628  0.578
N: -1.15306 -3.37456 -0.92233  0.123
C: 0.06678 -3.97219 -0.82068  -0.320
C: 0.15486 -5.35088 -1.11353  -0.059
C: 1.33659 -6.04569 -0.99364  -0.117
C: 2.49207 -5.39918 -0.56515  -0.115
C: 2.42204 -4.04712 -0.27498  -0.117
C: 1.24486 -3.30332 -0.39953  -0.281
P: 1.27716 -1.49149 0.01624  1.093
C: 2.91703 -1.02236 -0.64469  -0.362
C: 3.28753 -1.47225 -1.91555  -0.105
C: 4.48258 -1.06615 -2.48862  -0.097
C: 5.31524 -0.18188 -1.81033  -0.102
C: 4.93834 0.29589 -0.56537  -0.073
C: 3.74559 -0.11890 0.01670  -0.104
C: 1.54784 -1.69210 1.83519  -0.340
C: 2.76779 -2.04150 2.41052  -0.095
C: 2.86783 -2.27741 3.77602  -0.090
C: 1.74548 -2.17609 4.58666  -0.105
C: 0.52510 -1.83164 4.02388  -0.087
C: 0.42918 -1.59049 2.66069  -0.102
H: -1.88681 -3.88791 -1.37214  0.086
H: -1.31079 -2.36807 -0.89067  0.031
H: -0.74551 -5.86534 -1.43607  0.099
H: 1.36013 -7.10402 -1.23223  0.094
H: 3.42703 -5.93716 -0.46253  0.089
H: 3.32346 -3.54274 0.05568  0.096
H: 2.63606 -2.15365 -2.45058  0.105
H: 4.76267 -1.43513 -3.46880  0.094
H: 6.24246 0.14982 -2.26511  0.093
H: 5.55799 1.01713 -0.04435  0.106
H: 3.43970 0.29382 0.96964  0.095
H: 3.65728 -2.11871 1.79740  0.094
H: 3.82730 -2.54184 4.20740  0.096
H: 1.82396 -2.35737 5.65270  0.093
H: -0.35439 -1.74249 4.65140  0.098
H: -0.51479 -1.30951 2.22394  0.078
C: -4.21306 -0.68642 -1.96827  -0.069
C: -3.17503 0.19440 -1.26880  -0.779
C: -2.64511 1.21316 -2.28895  -0.070
C: -3.86360 0.92124 -0.10135  -0.068
O: -2.14967 -0.62992 -0.79568  -0.400
H: -5.07869 -0.09763 -2.29520  0.072
H: -4.55502 -1.46482 -1.27990  0.075
H: -3.76559 -1.16491 -2.84508  0.074
H: -3.45273 1.83149 -2.70411  0.073
H: -2.15516 0.67478 -3.10208  0.076
H: -1.91756 1.86865 -1.82502  0.032
H: -4.62596 1.63441 -0.44084  0.073
H: -3.11932 1.46149 0.47735  0.028
H: -4.33040 0.18270 0.55499  0.075
S: -1.07646 3.72729 0.59921  0.830
C: -2.11518 5.09482 0.50398  -0.689
C: -3.22026 5.11193 -0.36654  -0.106
C: -4.04499 6.22096 -0.43126  -0.090
C: -3.78748 7.33616 0.36350  -0.089
C: -2.69608 7.33730 1.23020  -0.093
C: -1.86822 6.23091 1.30288  -0.114
H: -3.41209 4.24564 -0.98903  0.094
H: -4.89348 6.22006 -1.10428  0.100
H: -4.43285 8.20317 0.30223  0.097
H: -2.49290 8.20370 1.84774  0.099
H: -1.01323 6.21636 1.96741  0.098
O: 2.80125 2.74772 0.74531  -0.050
C: 1.75005 2.18833 0.44014  -0.650
O: 1.12940 1.27935 1.11899  -0.281
H: 1.27959 2.45925 -0.52102  0.083

Computed properties:
2S+1 = 3
Lowest unoccupied orbital energy (alpha / beta) = 0.0922 / 0.0101 hartree
Charge = -1
Gap between HOMO and LUMO (alpha / beta) = 6.5 / 5.0 eV
Strongest force on any atom = 0.7 eV/A



Record 5
Entry from the OMol25 dataset: a cluster of 2 separate species, C2HBr3O2 in total in a non-equilibrium geometry (ωB97M-V/def2-TZVPD).

Each line ends with the Löwdin charge.
Cartesian coordinates (Å):
C: 0.88848 0.36376 0.41881  -0.758
C: 1.10291 -1.06830 0.07118  -0.889
O: 0.54223 0.93074 1.38538  0.080
O: 1.65660 -1.36711 -0.93446  0.013
Br: 1.51883 1.44160 -1.16003  0.692
Br: 0.36655 -2.32078 1.27994  0.825
Br: -2.99016 0.39090 -0.71132  0.433
H: -3.08543 1.62918 -0.34949  -0.396

Computed properties:
Lowest unoccupied orbital energy = -0.0596 hartree
ΔE to the lowest compared entry with this formula, charge and spin = 37.0 kJ/mol
Charge = 0
Gap between HOMO and LUMO = 8.9 eV
Strongest force on any atom = 4.6 eV/A
Structure (SMILES) = O=C(Br)C(=O)Br.Br